No. 1
A structure of composition C27H59ClMoOP2Si3. Source: the OMol25 dataset; level of theory: wB97M-V/def2-TZVPD.

Structure (XYZ):
```
94
Properties=species:S:1:pos:R:3:forces:R:3
Mo 0.226486 0.826106 -0.650013 -1.220 -1.285 2.092
Cl -2.199119 0.663364 0.108734 -0.658 -1.003 -0.128
P -1.034816 -3.068317 0.333316 -0.211 0.280 0.258
P -0.307965 3.261252 -0.481965 0.400 -0.984 -0.061
Si 2.104547 3.039974 -2.314024 -0.052 -0.106 0.674
Si 1.662716 -2.725404 -1.251814 0.011 -0.273 1.279
Si 1.028349 -0.166201 3.101001 0.174 -0.067 0.128
O 0.492784 -0.559444 1.654419 -0.225 1.017 -1.615
C -1.739769 -4.219452 -0.957624 0.783 -0.212 0.027
C 3.957556 3.020638 -2.119395 0.132 0.101 -0.185
C -1.412963 5.412670 -1.927008 -0.201 -0.228 -0.192
C -1.616150 -3.916258 1.896770 -0.194 0.286 -0.304
C -2.883921 -0.671041 -0.947056 0.498 -0.047 0.201
C 1.335875 3.955517 -0.827681 0.004 0.809 -0.296
C 1.213807 -0.969449 -1.729889 -0.367 0.120 -1.258
C 1.493334 1.294244 -2.326826 0.331 0.119 0.163
C -3.260237 -4.095191 -1.026320 -0.094 -0.058 -0.004
C -0.910045 4.028182 1.087288 -0.011 0.584 -0.364
C -0.601592 -4.868078 2.504034 -0.057 -0.305 0.442
C -0.181489 5.349485 1.409817 -0.325 0.012 0.061
C 0.222496 0.818376 -2.861710 0.216 0.410 0.019
C 0.768535 -3.346792 0.301824 0.186 -0.392 -0.218
C -2.906675 3.391551 -1.677368 -0.430 -0.065 0.093
C 1.580129 3.857915 -3.885537 0.160 0.283 -0.536
C 0.074921 -0.548330 -2.518466 1.445 -0.673 0.535
C 2.230767 1.302774 3.076240 0.211 -0.081 0.293
C -2.050019 -2.846066 2.907124 -0.160 -0.109 0.385
C -0.815276 3.082182 2.267947 0.075 -0.388 0.624
C -1.466301 3.876230 -1.817032 0.631 0.531 -0.075
C 2.074448 0.177698 -1.613443 -0.247 -0.296 -0.041
C -0.343555 0.253750 4.344352 -0.309 0.130 0.253
C 1.356456 -3.896693 -2.666599 0.084 0.069 -0.614
C 3.499422 -2.750932 -0.842597 -0.040 0.073 -0.209
C 1.932706 -1.635953 3.895677 -0.092 0.031 -0.214
C -1.287662 -5.679046 -0.807680 -0.235 0.136 -0.491
H -3.035801 2.351800 -2.002546 0.141 0.218 0.199
H -2.641963 -3.316585 3.709151 0.154 0.149 -0.119
H -0.295318 -5.666995 1.820324 -0.019 0.188 0.097
H 0.869513 5.174897 1.660562 -0.152 -0.038 -0.045
H 1.263470 5.041482 -1.009210 0.288 -0.198 0.089
H 2.122146 -3.701005 -3.429844 -0.171 -0.072 0.015
H -2.107770 5.727590 -2.712382 0.106 0.076 0.055
H 1.696495 4.947935 -3.835568 -0.041 -0.172 -0.080
H -1.625640 -6.107611 0.135401 -0.022 0.006 0.021
H 2.385324 1.701163 2.063175 -0.035 -0.041 0.195
H 1.974295 3.806063 0.065568 -0.360 -0.080 -0.359
H 3.770819 -3.694791 -0.341563 -0.059 0.349 -0.166
H 1.850836 2.094559 3.738288 0.277 -0.049 -0.199
H -0.221297 6.086771 0.598166 0.001 -0.224 0.173
H 1.009301 -4.418242 0.445907 0.089 0.405 -0.107
H -0.418274 5.781922 -2.191345 -0.113 -0.052 0.085
H 0.379155 -3.760607 -3.140758 0.131 -0.032 0.033
H -0.660962 5.791458 2.289041 0.104 0.045 -0.058
H 4.080246 -2.660711 -1.774572 -0.017 0.001 0.345
H -3.034701 -0.210222 -1.918696 -0.398 0.017 0.019
H 4.339395 4.035564 -1.926964 0.013 -0.355 -0.035
H 2.368997 -1.386867 4.866338 -0.023 0.007 0.018
H -2.068370 -1.427442 -1.001252 -0.852 0.646 0.292
H 4.387678 2.647633 -3.062774 0.047 0.108 0.341
H -1.734077 5.886127 -0.996097 0.008 -0.005 -0.066
H 4.265412 2.350205 -1.302134 -0.055 0.265 -0.229
H 2.251957 3.480416 -4.669800 -0.217 0.146 0.005
H -0.199354 -5.787051 -0.876243 -0.224 0.045 0.067
H -1.059431 3.448108 -2.746849 -0.047 0.152 0.276
H -1.325310 2.117183 2.115213 0.185 0.390 0.004
H 0.551954 3.627700 -4.186808 0.191 0.054 0.074
H 3.748633 -1.907245 -0.181583 0.020 -0.305 -0.118
H 2.733577 -2.013108 3.247979 -0.083 0.008 0.069
H -1.737607 -6.264753 -1.616234 0.113 -0.148 0.052
H -1.048612 -5.351853 3.384843 0.170 0.074 -0.075
H -3.792454 -1.077586 -0.462002 0.579 0.438 -0.361
H -1.177880 -2.371943 3.375838 -0.174 -0.027 -0.202
H 1.447170 -4.949347 -2.380439 0.001 0.158 0.093
H -2.662600 -2.048961 2.456978 0.243 -0.284 0.050
H 0.295519 -4.329479 2.834460 -0.171 -0.133 -0.071
H 1.203320 -2.442634 4.049461 0.169 0.031 0.013
H -3.571097 -3.105795 -1.377572 0.028 -0.213 0.068
H -3.571452 4.006749 -2.306909 0.280 -0.149 0.166
H 3.200729 0.961738 3.473285 -0.161 0.260 -0.153
H -3.279794 3.475774 -0.645615 0.071 -0.062 -0.290
H -0.316797 1.277090 4.749398 0.055 -0.171 -0.222
H -1.276088 3.563397 3.149310 0.194 -0.211 -0.250
H -1.970991 4.237967 0.886558 0.140 0.076 0.127
H -3.726393 -4.267261 -0.048768 0.020 0.011 -0.169
H -0.666359 -1.239402 -2.894774 -0.259 0.183 0.266
H -3.668033 -4.838594 -1.722119 0.024 0.103 0.092
H -2.517406 -4.484487 1.601394 0.324 0.145 0.100
H -0.300410 -0.410124 5.219455 -0.043 0.030 -0.184
H -1.328269 -3.820695 -1.901652 -0.148 -0.206 0.164
H 0.234491 2.850935 2.526314 -0.460 0.137 -0.188
H 2.946964 0.205468 -0.967145 0.054 0.014 -0.395
H 1.180742 -2.778121 1.153678 -0.238 -0.038 -0.296
H -0.431219 1.400779 -3.493303 -0.021 -0.108 -0.062
H -1.324172 0.111829 3.868969 0.130 0.016 0.114
```
Positions in Å, forces in eV/Å.

Multiplicity   3
Total energy   -3219.06863 Ha
Kohn-Sham gap (spin up / spin down)   7.57 / 6.93 eV
HOMO energy (spin up / spin down)   -7.12 / -6.69 eV

No. 2
A structure of composition C38H100CdN6O16. Source: the OMol25 dataset; level of theory: wB97M-V/def2-TZVPD.

Structure (XYZ):
```
161
Properties=species:S:1:pos:R:3:forces:R:3
Cd -1.851364 -2.433091 -2.002949 1.555 2.204 0.714
O -5.893082 -5.389383 0.612205 -0.262 -0.429 -0.558
O -3.139450 -2.379031 -3.655157 -1.834 0.080 -2.655
O 2.184795 1.127534 2.674243 -0.098 0.073 -1.025
O -3.713951 -2.245716 -0.576668 -0.884 -0.241 0.615
O -1.463380 5.536717 -2.036349 1.123 -0.094 0.277
O 7.966969 2.837871 1.636611 0.517 -0.317 0.679
O 2.255474 5.811926 -0.697167 0.403 -0.276 0.307
O 1.116032 3.135586 -4.217118 -0.010 -0.176 -0.961
O -3.677169 -0.851774 1.611545 -0.782 -0.743 1.151
O -5.916261 4.764294 -0.505260 0.403 -0.767 -0.025
O -1.042707 -3.473390 -0.292169 1.245 -0.945 1.264
O 3.840278 -1.284869 -0.395494 0.195 0.943 0.384
O 6.616633 -4.794580 3.310029 -0.358 0.209 -0.095
O -4.181131 1.215321 -1.599496 0.069 0.210 -0.042
O -0.163483 -2.885044 -3.125289 1.529 -0.662 -0.577
O -1.787434 -0.332972 -1.595120 -0.101 1.094 0.774
N 5.080490 1.312638 3.403181 0.259 1.099 -0.634
N 4.202689 -4.291149 1.672055 -0.453 0.415 -0.234
N 3.224225 3.678318 -2.219942 0.716 0.380 0.799
N -3.229500 4.027584 0.255978 -0.467 0.572 -0.961
N -2.677027 -4.504888 -2.103234 0.014 -3.086 -0.188
N -4.695502 -3.544502 2.606491 0.045 -0.718 1.818
C -3.750078 5.408701 0.224897 0.091 0.381 -0.020
C -2.690376 0.137275 1.472639 1.167 0.986 -0.374
C -7.291453 4.577800 -0.312541 -0.211 1.092 -0.510
C -5.918680 -4.285447 2.798200 -0.716 -0.591 -0.833
C 0.260581 -2.609289 -4.419101 -1.228 0.397 0.468
C 1.684450 6.798862 0.121050 -1.175 -0.254 -0.246
C 4.091767 -2.649056 -0.123691 -1.781 0.625 0.349
C -1.800041 4.061273 -0.071503 0.093 -0.520 0.716
C 2.490195 4.572269 -0.035581 0.913 0.117 -0.176
C 0.717639 3.009554 -5.569912 -0.292 0.700 0.040
C -1.376805 4.200440 -1.521637 -0.553 0.631 -0.422
C -3.211637 -1.357513 -4.649207 0.146 -0.138 -1.359
C -7.058585 -4.824697 0.051982 -0.536 0.644 0.083
C -3.687086 -1.321085 2.962409 1.140 0.008 1.599
C -0.445671 5.770636 -3.001612 -0.122 0.557 -0.275
C 3.625017 3.913870 -0.830259 -0.404 0.006 0.463
C -5.237514 5.479037 0.518326 -0.342 -0.714 -0.168
C -1.207046 -4.881182 -0.183078 -1.736 -0.627 -0.012
C 5.809540 2.370747 2.660050 0.301 -0.244 0.298
C -3.678327 -3.609600 -4.151636 0.132 -0.822 0.216
C -0.381078 -2.970470 0.849003 0.404 -0.195 1.120
C 4.187983 -4.648337 3.075878 -0.067 -0.650 -0.003
C 4.042172 -2.841964 1.397327 1.618 -1.497 -0.425
C -1.767656 -5.515526 -1.510787 2.153 1.504 1.492
C 3.942550 1.858493 4.146516 -0.621 -1.124 -0.453
C 7.645829 -5.025308 4.263207 -0.001 0.215 -1.197
C 9.327841 2.486002 1.802251 0.761 0.868 0.273
C 2.750082 2.288857 3.232831 1.154 0.217 1.597
C 5.447620 -4.235525 3.874929 -1.430 -0.197 -0.410
C 2.099924 2.222962 -3.842544 0.341 -0.974 1.614
C 0.941162 1.371602 2.003763 -0.207 0.079 1.160
C 2.472892 -0.880139 -0.239670 0.577 -0.337 -1.809
C -0.786550 0.603665 -1.808482 0.627 -0.310 -1.265
C 7.130740 1.807047 2.152300 -0.246 -0.446 -0.858
C 2.403073 2.496901 -2.372563 -0.112 0.230 -0.334
C -4.721030 -2.362950 3.428447 0.576 2.771 -2.613
C -2.883457 -4.774315 -3.540945 -0.507 -0.271 0.361
C -5.974235 -5.590663 1.995213 0.156 0.593 1.298
H -4.237343 -1.179183 -4.980929 -0.173 0.144 0.476
H 2.683186 4.517179 -2.404073 -0.091 -0.155 -0.744
H 5.393890 -3.145128 3.808472 0.832 0.178 0.441
H 3.260043 -4.228214 3.475481 0.337 0.493 0.420
H 4.241183 2.610916 4.876342 0.130 0.379 -0.426
H 3.131443 3.013972 2.509502 -0.234 -0.145 -0.432
H 3.611972 1.021145 4.767866 -0.402 0.067 -0.016
H 0.943307 2.079058 1.172125 0.515 0.204 0.080
H 8.521348 -5.287350 3.668455 0.014 -0.216 0.119
H -4.831943 0.512346 -1.547868 -0.004 -0.005 0.024
H -0.854915 -5.711185 -2.073956 -0.471 0.143 -0.790
H 7.903565 -4.092547 4.768555 -0.181 -0.193 0.524
H 0.291790 1.734932 2.804975 -0.482 0.268 -0.339
H 0.130792 0.175608 -2.242313 0.007 -0.349 -0.144
H -2.223383 -6.461106 -1.210780 -0.246 0.012 -0.345
H 6.989210 1.074894 1.347249 -0.377 -0.004 -0.105
H -3.389061 -5.745115 -3.606660 -0.443 0.232 -0.496
H 2.076922 2.838221 3.899890 -0.550 -0.130 -0.198
H -0.323069 -5.408904 0.178331 0.284 0.252 -0.273
H -1.368598 4.787267 0.624164 0.333 0.336 -0.475
H 4.889309 -2.312919 1.845057 -0.173 0.512 -0.009
H 9.712273 1.751419 1.092006 -0.368 -0.319 0.007
H -0.434089 -3.069697 -5.142786 0.096 -0.141 -0.410
H -2.705599 -1.712080 -5.553034 0.190 -0.120 0.070
H 0.579769 5.612938 -2.659244 -0.117 -0.228 0.517
H 3.932349 2.998649 -0.316897 -0.030 -0.196 -0.242
H 0.204542 -1.529624 -4.629728 0.167 0.193 -0.148
H 1.272752 -2.926587 -4.694530 0.140 -0.227 0.324
H -1.089816 1.354896 -2.551649 -0.117 0.211 -0.007
H 0.720720 6.408558 0.471381 -0.077 0.266 0.248
H 3.024541 2.244338 -4.428339 -0.081 0.432 -0.180
H 2.418519 0.197142 -0.384088 0.229 0.092 0.568
H -7.765826 5.563991 -0.216480 -0.148 0.039 0.303
H -1.992045 -5.046417 0.566334 0.087 0.084 0.286
H -0.423018 -1.888971 0.970072 -0.389 0.027 -0.707
H -0.085051 3.740245 -5.668611 -0.136 -0.178 -0.269
H -2.887322 1.083888 1.985854 -0.566 -0.212 0.257
H -3.199928 5.979410 0.977015 -0.117 0.209 -0.032
H 4.659665 0.762117 2.658642 0.052 -0.490 0.231
H 0.359945 2.017462 -5.856348 -0.064 -0.155 0.363
H -7.069491 -4.913155 -1.031501 0.404 -0.257 -0.040
H -3.315888 0.752347 -1.590877 0.156 -0.404 -0.075
H -6.774074 -3.632262 2.564426 -0.221 -0.171 -0.190
H 5.322686 -4.582517 4.903248 0.042 0.214 0.159
H 5.003724 -2.933009 -0.646881 0.246 0.053 0.446
H -1.939024 -4.945702 -4.057490 0.232 0.605 0.265
H 5.189906 2.780837 1.857951 0.228 0.046 -0.271
H -7.994504 -5.258197 0.414644 0.150 -0.443 0.173
H -7.162987 -3.757255 0.273622 0.275 0.106 0.074
H 2.822757 4.738840 0.994223 -0.043 0.133 0.086
H -0.352898 1.187320 -0.979531 -0.634 -0.130 0.765
H -5.692149 6.474491 0.512160 0.550 0.344 0.295
H -0.823756 -3.403579 1.752868 -0.202 0.022 0.007
H 1.608390 3.924859 0.000940 -0.294 0.218 -0.117
H 1.494010 3.286656 -6.289350 0.295 0.018 0.204
H -0.553269 5.160534 -3.901099 -0.273 -0.103 0.008
H 7.361440 -5.871392 4.889848 0.168 0.250 0.455
H -5.156408 -6.227032 2.337129 0.372 0.154 -0.487
H -3.632742 -3.726644 -5.236488 0.302 0.503 -0.072
H -7.696473 4.187356 -1.245352 0.099 -0.393 0.126
H -4.743641 -3.658859 -3.915393 -0.070 -0.005 0.311
H -7.589914 3.968070 0.543134 0.317 -0.184 0.052
H -2.552428 0.391494 0.421288 -0.115 -0.412 -0.027
H -1.324989 3.125677 0.246583 -0.324 -0.273 0.019
H -5.597624 -1.715284 3.259026 -0.888 -0.813 0.385
H 1.975463 -1.206252 0.670072 0.170 0.048 0.140
H 1.758419 1.178065 -3.841460 -0.428 0.053 -0.500
H 0.489424 0.459898 1.616640 0.478 -0.283 0.128
H 3.271016 -3.221788 -0.574568 0.100 -0.323 0.021
H -0.367520 3.794013 -1.623214 0.123 0.188 -0.096
H -6.851688 -6.138032 2.357977 -0.464 0.047 -0.658
H -5.401053 5.005449 1.493226 -0.206 -0.016 0.067
H 3.113306 -2.458669 1.812512 -0.073 -0.147 0.018
H -6.135174 -4.607620 3.821084 0.708 0.321 0.288
H 3.975182 -5.716480 3.187236 0.494 -0.176 -0.229
H -2.713003 -0.425754 -4.396064 -0.137 -0.196 0.830
H -2.698545 -1.679793 3.278951 0.324 -0.175 -0.710
H -2.033945 3.626870 -2.184503 0.030 -0.545 0.300
H 4.471583 4.600566 -0.774426 0.055 -0.015 -0.225
H -3.522923 -4.800244 -1.622376 -0.533 0.943 -0.130
H 1.973781 -1.261071 -1.137314 -0.606 -0.336 0.304
H -0.499972 6.823017 -3.281167 -0.212 -0.005 -0.063
H 2.901303 1.630159 -1.934266 0.224 0.090 -0.093
H 9.981339 3.355904 1.696806 -0.462 0.330 -0.484
H 1.445738 2.614920 -1.847304 -0.176 -0.298 -0.056
H -4.539938 -2.432559 4.499862 -0.118 -0.735 -0.031
H 7.613359 1.206016 2.927082 0.075 0.472 0.399
H 1.468298 7.653861 -0.518779 0.151 0.071 0.113
H -3.732188 -1.772591 0.298648 0.128 0.041 -0.499
H 0.677260 -3.244094 0.891679 0.042 -0.161 -0.407
H -3.807572 -0.463238 3.634058 -0.303 0.220 -0.193
H -3.694956 3.662758 -0.575243 -0.053 -0.924 0.359
H 5.067504 -4.594574 1.241082 0.029 -0.104 0.066
H 2.275252 7.101820 0.989758 0.316 -0.145 -0.133
H -3.548986 5.830815 -0.764396 -0.063 0.387 0.097
H 9.571322 2.204742 2.831104 -0.390 -0.558 0.035
H -1.737241 -0.228724 1.871246 0.011 -0.108 -0.078
H -4.457992 -3.390453 1.638115 -0.223 0.168 -0.081
H 6.059699 3.214292 3.307067 -0.109 -0.110 0.267
H -4.579131 -2.100713 -0.973099 0.057 0.058 -0.001
```
Positions in Å, forces in eV/Å.

Total energy   -3207.53227 Ha
Kohn-Sham gap   7.48 eV
HOMO energy   -7.30 eV